# C29H55N3O10

3 unconnected molecules or ions with the total composition C29H55N3O10 in a non-equilibrium geometry (ωB97M-V/def2-TZVPD, OMol25).

Geometry (Å):
C: -3.2388 1.4780 6.7350
O: -3.9047 2.7254 6.4267
C: -4.8053 2.5568 5.2937
C: -3.9488 2.7155 3.9213
C: -3.4368 1.3193 3.3122
C: -2.1260 1.5326 2.3628
C: -1.0485 0.3888 2.7282
C: 0.2082 0.4100 1.6906
C: -0.1399 -0.3319 0.3098
O: 0.1756 0.4296 -0.8834
C: 1.5723 0.6111 -1.0548
O: 2.2677 -0.4406 -1.1954
N: 2.2891 1.8846 -1.0296
C: 3.0608 2.0993 0.2350
C: 3.5500 3.6263 0.4387
C: 2.5862 4.4864 1.3695
N: 2.9099 5.9462 1.5052
O: 1.6090 4.0504 2.0268
C: 1.4560 3.0393 -1.4177
C: 1.9677 3.9128 -2.6215
C: 1.1145 5.1475 -2.9872
N: -0.0859 5.5994 -2.3642
C: -0.5323 4.7736 -1.2924
C: 0.1453 3.5035 -0.7268
H: -2.7939 1.5469 7.7833
H: -3.9394 0.5666 6.7091
H: -2.4026 1.3443 5.9542
H: -5.3785 1.5702 5.3530
H: -5.5416 3.4265 5.3183
H: -3.0262 3.3499 4.2154
H: -4.5190 3.2932 3.1203
H: -3.2618 0.5308 4.1286
H: -4.2839 0.8872 2.6525
H: -1.7579 2.5936 2.5608
H: -2.5124 1.4128 1.2789
H: -1.5072 -0.6522 2.6321
H: -0.6010 0.6185 3.7528
H: 0.4796 1.5175 1.5681
H: 1.1433 -0.0965 2.1471
H: -1.2842 -0.4954 0.3017
H: 0.3258 -1.3742 0.3436
H: 2.5195 1.7822 1.1875
H: 4.0154 1.4647 0.1516
H: 4.5613 3.5540 0.9975
H: 3.8013 4.1534 -0.5529
H: 2.1311 6.4809 1.0952
H: 2.9676 6.1194 2.5291
H: 2.9391 3.6284 -3.1463
H: 1.5173 5.7990 -3.8481
H: -1.4950 5.1102 -0.7562
H: -0.2808 2.9143 0.1519
C: -2.1477 -0.2301 -2.5615
O: -3.2214 -1.1424 -2.3955
C: -3.8229 -1.1005 -1.1099
C: -5.3450 -0.9509 -1.1880
O: -5.8363 0.2599 -1.7542
C: -5.5896 0.4983 -3.1407
C: -6.2285 -0.4858 -4.1212
O: -5.6450 -1.7801 -4.0272
C: -6.5867 -2.8362 -3.9545
H: -1.2148 -0.6987 -2.2465
H: -2.0757 0.0189 -3.6217
H: -2.3084 0.7016 -2.0083
H: -3.4091 -0.2895 -0.4943
H: -3.5915 -2.0500 -0.6139
H: -5.7194 -0.9654 -0.1584
H: -5.8049 -1.8127 -1.6705
H: -4.5203 0.6037 -3.3225
H: -6.0197 1.4843 -3.3449
H: -6.0535 -0.1279 -5.1404
H: -7.3102 -0.5144 -3.9476
H: -7.5056 -2.5388 -3.4396
H: -6.1333 -3.6492 -3.3830
H: -6.8171 -3.1979 -4.9594
C: 4.3419 -2.0773 0.1978
O: 5.4871 -2.8987 0.0433
C: 5.6701 -3.8406 1.0907
C: 5.8740 -5.2625 0.5596
O: 4.7765 -5.8440 -0.1373
C: 4.3978 -5.2680 -1.3884
C: 5.4378 -5.3351 -2.5073
O: 6.5643 -4.5102 -2.2328
C: 7.8126 -5.1481 -2.4371
H: 4.6009 -1.1902 0.7833
H: 4.0151 -1.7615 -0.7915
H: 3.5113 -2.6126 0.6705
H: 4.8273 -3.8329 1.7953
H: 6.5696 -3.5421 1.6405
H: 6.0422 -5.9062 1.4299
H: 6.7860 -5.3390 -0.0317
H: 4.0350 -4.2507 -1.2426
H: 3.5278 -5.8443 -1.7197
H: 4.9836 -4.9616 -3.4301
H: 5.7283 -6.3799 -2.6652
H: 7.7710 -6.2207 -2.2231
H: 8.5334 -4.6994 -1.7497
H: 8.1519 -4.9804 -3.4621

Properties
charge = 0
multiplicity = 1
SMILES = COCCCCCCCOC(=O)N(CCC(N)=O)c1ccncc1.COCCOCCOC.COCCOCCOC
HOMO-LUMO gap = 8.8 eV
E_LUMO = -0.06 eV
total energy = -55899.2856 eV